Entry 1:
DFT (ωB97M-V/def2-TZVPD) results for a cluster of 13 separate species, C24H64BO30 in total at a distorted geometry.

The geometry in XYZ format:
```
119
Properties=species:S:1:pos:R:3:mulliken_charge:R:1
O -1.50859 -28.26013 22.57228 -0.6388
C -1.78482 -27.11732 22.37658 0.0133
O -2.03183 -26.51775 21.22640 -0.0116
B -2.67014 -25.21783 21.50783 1.0819
O -2.34276 -24.93392 22.91363 -0.4243
C -1.90063 -26.03840 23.47997 0.7194
O -1.76015 -26.23729 24.65251 -0.3656
O -4.12147 -25.31725 21.24053 -0.5215
C -4.39591 -24.68104 20.11413 -0.4108
O -5.42344 -24.68342 19.50909 -0.5189
C -3.10754 -23.93424 19.68803 1.1638
O -2.20880 -24.13543 20.63230 -0.7336
O -2.94624 -23.29750 18.69006 -0.3687
O -2.27488 -23.67218 26.08737 -0.6637
H -2.35083 -24.61808 25.89874 0.3465
H -1.46357 -23.40692 25.64403 0.3450
O -0.98586 -22.02733 16.43492 -0.7097
H -0.74430 -21.59193 17.25774 0.3320
H -1.21485 -22.93408 16.68814 0.3943
C 0.52407 -22.42168 19.97690 -0.0806
C 0.68402 -22.93227 21.38816 0.4808
O 2.06785 -23.13203 21.74512 -0.6651
O 1.29800 -23.14442 19.01752 -0.5313
H 0.77204 -21.35177 19.90677 0.3691
H -0.52445 -22.44699 19.68150 -0.2484
H 0.20171 -23.89942 21.51683 -0.5237
H 0.24716 -22.20891 22.08352 0.5077
H 2.49750 -22.27488 21.82542 0.3434
H 2.21219 -22.92884 19.23018 0.3272
C -8.50497 -25.51947 19.07532 -0.1123
C -8.82080 -25.68769 17.59953 -0.1867
O -8.40248 -26.95742 17.07664 -0.5264
O -9.57953 -25.95902 19.90285 -0.5441
H -8.15763 -24.50523 19.27969 0.3750
H -7.62399 -26.14488 19.26272 0.0524
H -8.32466 -24.92221 17.00319 0.0454
H -9.89776 -25.56059 17.42202 0.2918
H -8.73141 -27.63890 17.67121 0.3355
H -9.80353 -25.26319 20.52490 0.3316
C -0.27369 -26.08715 18.38881 0.3943
C -0.71228 -26.18757 16.96156 -0.5878
O -0.80216 -24.93924 16.24460 -0.6261
O 1.15382 -25.92422 18.48923 -0.6801
H -0.52294 -27.04150 18.86198 0.2093
H -0.73661 -25.30091 18.98459 -0.0337
H -1.72813 -26.59561 16.90160 0.0207
H -0.12817 -26.89447 16.36625 0.4562
H 0.08042 -24.55944 16.16392 0.2951
H 1.28320 -24.96151 18.50819 0.5579
C -3.47016 -20.22482 19.49328 0.2310
C -3.33675 -18.85348 20.09816 -0.8942
O -2.52189 -18.77761 21.24717 -0.5020
O -2.19514 -20.59262 18.96612 -0.5262
H -4.16938 -20.13525 18.65107 0.2102
H -3.81673 -20.99817 20.18474 0.1390
H -4.34805 -18.49924 20.35916 0.3797
H -2.98309 -18.17426 19.32410 0.3675
H -3.04805 -19.03730 22.00650 0.2970
H -2.24340 -21.50758 18.65507 0.1568
C 0.09136 -27.79423 27.24073 -0.2405
C -1.14301 -27.38259 28.01092 -0.1441
O -1.15411 -25.95799 28.21946 -0.4619
O 1.29538 -27.50692 27.93532 -0.6417
H 0.08582 -27.37549 26.22852 0.0707
H 0.06776 -28.88110 27.13824 0.1505
H -1.12749 -27.88681 28.98137 0.4159
H -2.04399 -27.67309 27.46300 0.2025
H -1.60382 -25.76331 29.04403 0.2212
H 1.40978 -26.54444 27.92914 0.4961
C -1.81538 -31.21193 26.10603 -0.6031
C -1.76720 -30.23786 24.96832 0.5400
O -0.59274 -30.46371 24.22754 -0.6209
O -3.07680 -31.05824 26.76912 -0.5265
H -1.00007 -30.98588 26.81366 0.2004
H -1.64416 -32.24099 25.78023 0.4078
H -1.85962 -29.19440 25.29434 -0.2692
H -2.65081 -30.39684 24.32695 0.2971
H -0.50960 -29.80936 23.52531 0.4156
H -3.23484 -31.86006 27.27277 0.2945
C 1.73309 -23.52612 25.24761 -0.4623
C 1.05015 -24.72595 25.83642 0.2964
O 1.00869 -24.63350 27.25850 -0.6952
O 1.17132 -22.33282 25.74648 -0.5413
H 1.70273 -23.59764 24.15542 0.1432
H 2.82287 -23.55773 25.42569 0.3033
H 1.55039 -25.64431 25.51345 0.4048
H 0.01912 -24.69939 25.48297 -0.2834
H 0.18381 -25.08419 27.52801 0.2852
H 0.86556 -22.54624 26.63854 0.4024
C -4.17136 -28.41903 18.70626 0.5317
C -5.17489 -29.53210 18.56062 -0.3891
O -5.56522 -29.61897 17.19938 -0.5800
O -3.03781 -28.71027 17.88314 -0.5891
H -3.81037 -28.17155 19.69972 0.0325
H -4.62106 -27.50732 18.27340 -0.1773
H -6.02621 -29.46366 19.24872 0.0955
H -4.71076 -30.48617 18.81796 0.3746
H -5.94764 -28.77096 16.94038 0.3334
H -3.34892 -28.85397 16.98444 0.3897
C -5.72911 -23.34817 16.21882 -0.7453
C -4.62242 -24.34412 16.14747 0.4837
O -4.85472 -25.16526 14.97167 -0.6502
O -5.61481 -22.32403 15.24475 -0.6206
H -5.85110 -22.94897 17.22632 0.2863
H -6.67201 -23.90994 16.07759 0.5073
H -4.52564 -25.00529 17.00774 -0.2808
H -3.65876 -23.85084 15.98860 0.2697
H -4.01775 -25.32040 14.52758 0.3343
H -5.56556 -22.78245 14.39948 0.3484
C -7.75856 -27.79666 22.86131 -0.5060
C -6.57896 -27.93435 21.93244 0.9186
O -5.63003 -28.88994 22.36425 -0.5058
O -8.55354 -29.00228 22.85552 -0.5413
H -8.36219 -26.95403 22.53155 0.2383
H -7.43272 -27.74621 23.90036 0.3708
H -6.12027 -26.97299 21.64800 -0.3530
H -6.94235 -28.23757 20.94192 -0.1287
H -5.28527 -28.60046 23.21491 0.2622
H -9.14840 -28.96772 22.10057 0.2980
```

The gap between HOMO and LUMO is 0.3580 Eh. The calculation puts the energy above the lowest of the compared OMol25 structures with the same formula, charge and spin at 0.0 kcal per mole. Its total charge is -1.

***

Entry 2:
DFT (ωB97M-V/def2-TZVPD) results for a cluster of 13 separate species, C24H64F18N11O20P2S6 in total at a distorted geometry.

The geometry in XYZ format:
```
145
Properties=species:S:1:pos:R:3:mulliken_charge:R:1
C 0.40760 -0.08833 -0.87442 -1.2173
C -0.18498 0.33207 0.52285 0.6949
O -1.00877 -0.26124 1.17085 -0.4587
N 0.47879 1.61266 0.99827 -0.1568
H 1.25601 1.87216 0.40777 0.3911
H -0.10389 2.39084 0.72437 0.3013
C 0.81991 1.61089 2.49123 -0.7975
H 0.45214 0.73083 -1.59213 0.4320
H -0.10928 -0.94774 -1.30145 0.3292
H 1.44170 -0.33577 -0.63462 0.3920
H 1.40744 2.52090 2.61290 0.3628
H 1.33694 0.66578 2.65717 0.3793
H -0.10898 1.62937 3.06126 0.3334
C -2.44046 -6.51911 0.16237 -1.0106
C -2.43243 -8.03451 -0.11843 0.5010
O -1.32955 -8.61677 -0.13183 -0.4657
N -3.63210 -8.88060 -0.21863 -0.1099
H -3.38839 -9.69620 0.32496 0.3739
H -4.40979 -8.38927 0.19838 0.3941
C -3.88356 -9.44922 -1.64952 -0.7602
H -3.23106 -5.87001 -0.21409 0.3802
H -1.44932 -6.10511 -0.02298 0.3206
H -2.74287 -6.45348 1.20752 0.3284
H -3.13949 -10.23614 -1.77293 0.3375
H -3.94711 -8.74782 -2.48144 0.3390
H -4.86169 -9.91496 -1.52935 0.3709
C 0.04551 -4.83543 -7.05353 -0.9949
C 0.95650 -3.56811 -7.17454 0.5351
O 1.43763 -2.96073 -6.24826 -0.4383
N 1.15835 -3.01498 -8.60693 -0.0982
H 0.52698 -3.39000 -9.30036 0.3975
H 0.88963 -2.04719 -8.71317 0.3028
C 2.53265 -3.22711 -9.12158 -0.8866
H -1.00690 -4.57598 -7.16839 0.3765
H 0.24608 -5.13948 -6.02619 0.3089
H 0.25426 -5.60912 -7.79242 0.3778
H 2.94615 -4.23483 -9.08148 0.3469
H 3.14423 -2.53172 -8.54667 0.3796
H 2.71928 -2.79733 -10.10573 0.3854
C -0.39646 8.97311 -0.50892 -1.0672
C 0.95205 8.50095 -0.28160 0.5612
O 1.91842 8.90742 -0.93784 -0.4122
N 1.08941 7.34760 0.72679 -0.0758
H 0.17898 6.93200 0.86280 0.3137
H 1.61180 6.62768 0.24834 0.3372
C 1.65486 7.72855 2.11642 -0.7519
H -0.41242 9.88470 -1.10629 0.3217
H -0.75104 9.27154 0.47764 0.3691
H -1.10021 8.29326 -0.98918 0.3536
H 2.57366 8.28996 1.94690 0.3823
H 1.84029 6.79550 2.64850 0.3298
H 0.96440 8.34841 2.68839 0.3267
C -7.06608 -1.06897 2.37167 -0.9163
C -8.47292 -0.91307 1.99431 0.4801
O -9.34877 -0.97701 2.84254 -0.4282
N -8.74216 -0.48214 0.55744 -0.1574
H -9.08646 0.46734 0.55101 0.3717
H -7.87206 -0.35401 0.06083 0.4007
C -9.77574 -1.40806 -0.19840 -0.7963
H -6.96571 -2.01908 2.89638 0.2695
H -6.92800 -0.20125 3.01672 0.3195
H -6.27340 -0.91512 1.63950 0.3845
H -9.25977 -2.36376 -0.29077 0.3808
H -9.79665 -1.03113 -1.22093 0.3718
H -10.75312 -1.48349 0.27819 0.3208
C 2.12819 -2.24776 8.35642 -1.0203
C 0.62093 -2.24192 8.07023 0.5400
O 0.08062 -1.33161 7.49273 -0.4420
N -0.25900 -3.46611 8.52548 -0.1349
H 0.14526 -3.97409 9.29918 0.3709
H -1.11435 -3.02959 8.83840 0.3686
C -0.58145 -4.24856 7.26534 -0.8572
H 2.18126 -2.31032 9.44333 0.3889
H 2.50539 -1.27852 8.03025 0.2946
H 2.75072 -3.04838 7.95696 0.3807
H -1.45795 -4.82932 7.55267 0.3748
H 0.25920 -4.83547 6.89526 0.3783
H -1.00191 -3.63003 6.47241 0.3570
C 7.30575 -1.24726 -5.39716 -0.8351
C 7.32932 -2.75769 -5.06800 0.4133
O 7.26466 -3.65768 -5.87304 -0.4284
N 7.64067 -3.13094 -3.60799 -0.1454
H 8.27965 -3.90858 -3.69216 0.3625
H 8.17334 -2.39932 -3.15955 0.3891
C 6.29169 -3.60528 -3.02256 -0.7983
H 8.23319 -0.97158 -5.89912 0.3255
H 7.11130 -0.60765 -4.53624 0.3732
H 6.40723 -1.12700 -6.00239 0.2779
H 5.83863 -4.48775 -3.47431 0.3166
H 5.56250 -2.79575 -3.05471 0.3546
H 6.46282 -3.90997 -1.99009 0.3943
C 1.77645 4.44024 10.12837 -1.0442
C 1.92562 5.47858 9.03501 0.4801
O 2.40719 5.17060 7.99270 -0.3988
N 1.99675 6.90442 9.43630 -0.1516
H 2.22862 6.79177 10.41284 0.3871
H 2.85811 7.28088 9.06690 0.3736
C 0.82494 7.79334 9.13920 -0.7478
H 1.35472 3.52857 9.70517 0.3137
H 0.92646 4.65564 10.77584 0.4159
H 2.66731 4.20269 10.70977 0.3503
H 0.75993 7.89916 8.05630 0.3438
H 1.07501 8.78305 9.52134 0.3620
H -0.05197 7.32019 9.58108 0.3159
P -5.52679 -3.60074 -3.58976 1.1767
F -5.60090 -2.92492 -2.11790 -0.3660
F -7.11192 -4.17160 -3.57121 -0.3839
F -5.92040 -2.18965 -4.32966 -0.3457
F -5.52633 -4.37427 -4.99601 -0.3474
F -3.96217 -3.06283 -3.56684 -0.3715
F -5.05512 -5.06148 -3.01331 -0.3637
P 3.85491 -3.91824 3.05709 1.1754
F 3.46964 -5.19194 4.07107 -0.3818
F 5.37650 -4.33480 2.77455 -0.3556
F 3.43015 -4.83211 1.86243 -0.3328
F 4.09444 -2.67736 1.95607 -0.4008
F 2.35022 -3.39321 3.29974 -0.3615
F 4.34140 -2.90631 4.19350 -0.3446
N -0.08320 1.44752 -9.31379 -0.2749
S 0.01459 2.78209 -8.61312 1.0449
O -0.85175 3.80489 -8.96479 -0.5302
O 1.34997 3.15317 -8.20705 -0.5872
F -0.43887 2.26720 -7.11796 -0.3458
S 0.62206 2.15964 -10.72928 1.0916
O 2.05967 2.14859 -10.72920 -0.5531
O -0.10650 3.16231 -11.51520 -0.5575
F 0.23702 0.89192 -11.60060 -0.2795
N 3.95985 4.00088 -0.89344 -0.1869
S 5.44315 3.88066 -0.52407 1.0076
O 6.07307 5.14867 -0.21841 -0.6087
O 6.29529 2.82992 -1.09504 -0.5355
F 5.05128 3.19646 0.88493 -0.3152
S 4.37178 3.72061 -2.51553 1.0243
O 4.42482 2.29473 -2.89666 -0.5470
O 5.13025 4.68365 -3.21949 -0.5364
F 2.88067 4.17737 -2.92575 -0.2870
N -2.75005 4.79910 0.92300 -0.1322
S -3.88893 4.43799 -0.05490 0.9783
O -4.71396 5.59253 -0.56607 -0.5812
O -4.47202 3.09906 0.00307 -0.5512
F -2.97890 4.03723 -1.31858 -0.2977
S -3.84645 4.86678 2.20010 1.0664
O -4.21345 3.61534 2.79067 -0.5757
O -4.75949 5.93490 2.44192 -0.5574
F -2.76066 5.29734 3.31460 -0.3358
```

The gap between HOMO and LUMO is 0.1474 Eh. The calculation puts the energy above the lowest of the compared OMol25 structures with the same formula, charge and spin at 345.9 kcal per mole. Its total charge is +3.

***

Entry 3:
DFT (ωB97M-V/def2-TZVPD) results for a cluster of 9 separate species, C24H65NO9 in total at a distorted geometry.

The geometry in XYZ format:
```
99
Properties=species:S:1:pos:R:3:mulliken_charge:R:1
C -0.12213 -2.00497 2.51233 -1.3612
C 1.34823 -1.72836 2.87895 1.6496
C 1.30854 -0.26608 3.42170 -0.5517
C 2.53134 0.05529 4.28116 -0.8923
C 2.69640 -0.91220 5.37937 -1.2330
C 2.92742 -2.40738 4.90913 1.2868
N 1.88968 -2.73384 3.85174 0.4690
O 1.84446 -4.06776 3.39636 -0.4561
C 4.38581 -2.58690 4.35477 -1.7284
C 2.80040 -3.36951 6.09475 -1.9122
C 2.22232 -1.81310 1.58445 -1.2799
H -0.14973 -2.80312 1.77052 -0.1013
H -0.63144 -1.15219 2.06347 0.0653
H -0.74244 -2.33575 3.34534 0.5063
H 1.30687 0.38009 2.54388 -0.1249
H 0.39427 -0.08861 3.98801 0.4077
H 2.45603 1.06818 4.67675 0.4962
H 3.38719 0.09274 3.60720 0.2728
H 1.98879 -0.90290 6.20841 0.3875
H 3.62026 -0.63520 5.88715 0.4692
H 5.06274 -2.59477 5.20906 0.4924
H 4.44459 -3.56063 3.86847 0.3519
H 4.62688 -1.84601 3.59250 0.3406
H 1.79524 -3.31400 6.51269 0.4358
H 2.97720 -4.40748 5.81288 0.3747
H 3.57848 -3.08242 6.80204 0.4316
H 3.19526 -1.32734 1.65865 0.2208
H 1.66886 -1.27896 0.81214 0.1005
H 2.33137 -2.80315 1.14172 0.3590
H 1.08020 -4.37604 3.88876 0.3240
O 3.72973 1.90230 -0.67939 -0.7074
H 3.91246 1.56742 -1.55729 0.3269
H 2.77705 1.85657 -0.59858 0.3639
O -1.43610 5.84265 0.05145 -0.7101
H -1.96061 5.34687 0.68020 0.3596
H -1.15668 5.19270 -0.59331 0.4559
O -0.91433 4.36566 -2.11321 -0.6940
H -0.29277 4.92459 -2.57958 0.2824
H -1.61543 4.20695 -2.74526 0.2648
C 1.71089 1.28789 -7.02532 -1.3931
C 1.62753 1.97865 -5.68772 0.6503
C 0.49088 2.94936 -5.63099 -0.8303
O 1.57763 1.03643 -4.62438 -0.5588
H 0.79077 0.70722 -7.09089 0.3267
H 2.60307 0.67149 -7.13564 0.3563
H 1.74472 2.04249 -7.81115 0.3808
H 2.53079 2.55170 -5.47830 0.2182
H -0.44576 2.41367 -5.78536 0.0143
H 0.59960 3.72462 -6.38945 0.4773
H 0.44119 3.42077 -4.64946 0.0861
H 1.34919 1.45268 -3.79003 0.2479
C -1.31434 -4.07929 -1.10981 -0.9720
C -1.19922 -5.32736 -0.19727 0.4709
C 0.21199 -5.59437 0.16845 -0.9931
O -1.96682 -5.05824 0.95515 -0.5603
H -2.31145 -3.86596 -1.49501 0.4056
H -0.68648 -4.12937 -1.99940 0.4262
H -0.86188 -3.19554 -0.65996 -0.1578
H -1.66870 -6.24312 -0.55654 0.4344
H 0.42920 -6.37552 0.89696 0.3844
H 0.48538 -4.75875 0.81274 0.0532
H 0.87707 -5.60542 -0.69505 0.3066
H -2.00886 -5.94241 1.32674 0.3358
C -3.38261 2.71643 1.17986 -0.8829
C -3.22981 3.65059 2.35073 0.2502
C -1.92814 3.59475 3.10023 -1.0030
O -3.34131 4.96996 1.84235 -0.6026
H -2.98626 1.72741 1.40976 0.2573
H -2.83478 2.94205 0.26494 -0.0107
H -4.42814 2.53904 0.92789 0.4267
H -4.07516 3.55121 3.03162 0.3290
H -1.12894 3.86314 2.40933 0.2113
H -1.74990 2.58677 3.47481 0.2223
H -1.96206 4.21757 3.99412 0.4341
H -3.52979 5.44366 2.65579 0.3285
C 0.05614 -0.24796 -1.70478 -1.7494
C -0.11873 1.19320 -1.15395 1.7321
C 0.42289 1.35890 0.28439 -1.2649
O 0.62050 2.01480 -1.95790 -0.3028
H -0.41475 -0.36344 -2.68101 0.3444
H -0.57582 -0.84104 -1.04373 0.2487
H 1.04592 -0.70327 -1.73856 0.4402
H -1.11666 1.62820 -1.20887 -0.0568
H -0.20668 0.73946 0.92317 0.1140
H 0.47685 2.34077 0.75463 0.2062
H 1.42186 0.92445 0.32225 0.1489
H 0.16377 2.85816 -1.91596 0.2881
C -3.51783 -0.35286 -2.79360 -0.9265
C -3.86615 0.54754 -3.99736 0.3602
C -2.64275 1.09859 -4.72604 -0.9209
O -4.65811 -0.15223 -4.98541 -0.5792
H -3.25445 0.30381 -1.96444 0.0813
H -2.78477 -1.12626 -3.02292 0.2431
H -4.40180 -0.80925 -2.34817 0.4331
H -4.49067 1.30548 -3.52449 0.1726
H -1.97935 1.59930 -4.02085 -0.0346
H -2.85238 1.67641 -5.62619 0.5043
H -2.09525 0.24880 -5.13372 0.3820
H -4.92744 0.49087 -5.64532 0.3236
```

The gap between HOMO and LUMO is 0.2906 Eh. The calculation puts the energy above the lowest of the compared OMol25 structures with the same formula, charge and spin at 28.9 kcal per mole. Its total charge is 0.